Record 1
The following is a quantum chemistry calculation of a cluster of 5 separate species, C32H62FN3 in total in a non-equilibrium geometry, from OMol25.

Output
F_max	1.6	eV Å⁻¹
E_HOMO	-9.4	eV
orbital gap	9.21	eV
SMILES	Nc1nc2ccccc2nc1F.CCCCCC.CCCCCC.CCCCCC.CCCCCC
relative energy (zero: lowest compared OMol25 entry of this formula, charge and spin)	0.00	kcal/mol
multiplicity	1

The geometry in XYZ format:
```
98
Properties=species:S:1:pos:R:3:forces:R:3
N -4.0075 1.4457 -1.0799 0.2471 -0.1718 0.4024
C -3.0899 0.5595 -0.4469 -0.5119 0.5229 0.0065
N -3.1353 0.4565 0.8465 0.5739 -0.3622 -0.4411
C -2.2098 -0.4038 1.3810 -0.4535 0.2471 0.1737
C -2.1610 -0.5650 2.7854 -0.7868 0.7428 0.1797
C -1.2781 -1.3928 3.3843 0.6216 -0.5375 -0.1887
C -0.3955 -2.1501 2.5583 -0.3657 0.2102 1.5894
C -0.4440 -2.0124 1.2203 0.7508 -0.6964 -0.9032
C -1.3333 -1.1263 0.5740 0.9178 -0.9561 0.3633
N -1.2798 -1.0391 -0.7942 -0.7619 0.7088 0.6294
C -2.1414 -0.1937 -1.2223 0.1736 -0.0380 -0.6983
F -2.1686 0.0160 -2.5470 -0.1034 0.0286 0.1032
H -3.5290 2.1455 -1.6323 -0.1794 -0.1830 -0.2608
H -4.7046 0.9415 -1.6128 0.1275 0.1942 -0.2224
H -2.8734 0.0138 3.3713 0.1366 -0.0538 -0.1561
H -1.2456 -1.4777 4.4665 0.0076 -0.0500 -0.1766
H 0.3040 -2.8237 3.0490 -0.0533 0.0555 -0.3023
H 0.2425 -2.6159 0.6274 -0.2143 0.2846 -0.1575
C 1.2647 1.5779 0.2470 0.1386 -0.1471 -0.0320
C 1.6449 0.9822 1.5984 -0.1337 0.0710 -0.0183
C 1.3816 1.9243 2.7713 0.0474 -0.0326 0.0754
C 2.1813 3.2282 2.7460 -0.0270 0.0299 -0.0866
C 3.6992 3.0564 2.6993 -0.0252 0.0513 0.1361
C 4.2655 2.3414 3.9222 0.0970 -0.0114 -0.1342
H 1.8573 2.4658 0.0168 -0.0484 0.0168 -0.0244
H 1.4380 0.8490 -0.5479 -0.0420 0.0516 -0.0413
H 0.2066 1.8539 0.2259 0.0132 0.0434 0.0098
H 2.6957 0.6763 1.5823 -0.0016 0.0138 0.0169
H 1.0635 0.0708 1.7509 0.0599 0.0073 0.0377
H 1.5838 1.3900 3.7046 -0.0024 0.0174 0.0040
H 0.3149 2.1718 2.7946 0.0016 -0.0229 -0.0164
H 1.9171 3.8124 3.6335 0.0273 0.0053 -0.0045
H 1.8693 3.8310 1.8879 -0.0180 -0.0138 0.0102
H 4.1565 4.0476 2.6330 -0.0015 -0.0162 -0.0554
H 3.9953 2.5215 1.7920 -0.0292 0.0103 -0.0119
H 4.0161 2.8808 4.8386 -0.0308 -0.0394 0.0063
H 5.3532 2.2801 3.8556 -0.0104 -0.0227 0.0555
H 3.8836 1.3227 4.0072 -0.0086 0.0131 0.0335
C -10.2663 5.5347 -0.5411 0.0508 0.0362 0.1353
C -8.7634 5.3699 -0.3369 -0.0632 0.0370 -0.1182
C -8.1300 4.3552 -1.2875 0.1079 -0.0068 0.0222
C -8.6435 2.9216 -1.1431 -0.1261 0.0197 0.0078
C -8.4889 2.3150 0.2508 0.1334 -0.0623 -0.0410
C -7.0351 2.1969 0.6997 -0.2533 -0.0093 0.1358
H -10.8050 4.6070 -0.3412 -0.0119 0.0095 -0.0308
H -10.6605 6.2956 0.1347 -0.0472 -0.0125 -0.0356
H -10.4879 5.8472 -1.5639 -0.0183 -0.0419 -0.0014
H -8.5625 5.0958 0.7024 0.0283 -0.0198 -0.0178
H -8.2821 6.3389 -0.4959 0.0289 -0.0208 0.0387
H -7.0453 4.3693 -1.1458 -0.0072 -0.0223 0.0015
H -8.3008 4.6819 -2.3188 -0.0119 0.0140 0.0152
H -8.1136 2.2913 -1.8652 -0.0003 -0.0125 0.0189
H -9.6987 2.8816 -1.4297 0.0149 0.0169 -0.0224
H -8.9337 1.3157 0.2431 -0.0480 0.0329 0.0151
H -9.0547 2.8956 0.9850 -0.0330 0.0113 -0.0411
H -6.4601 1.5881 0.0030 0.0655 0.0677 0.0199
H -6.9804 1.7233 1.6815 0.0764 0.0057 -0.0146
H -6.5553 3.1734 0.7782 0.0587 -0.0359 -0.0334
C 4.4986 2.6801 -2.9624 0.0074 -0.0882 -0.1164
C 4.5623 1.1913 -2.6365 -0.0747 0.1053 0.0742
C 5.1113 0.9005 -1.2409 -0.0073 -0.1174 0.0243
C 6.5521 1.3528 -0.9979 -0.0137 0.1184 -0.0341
C 7.5857 0.7700 -1.9606 0.0323 -0.0819 0.1278
C 7.6955 -0.7497 -1.8828 0.0511 0.0649 -0.1392
H 5.4900 3.1363 -2.9634 -0.0188 0.0229 0.0222
H 4.0650 2.8343 -3.9521 0.0023 0.0565 0.0231
H 3.8768 3.2104 -2.2374 0.0389 0.0144 0.0140
H 5.1559 0.6743 -3.3957 0.0075 -0.0196 0.0274
H 3.5524 0.7768 -2.7033 0.0297 -0.0406 -0.0133
H 5.0304 -0.1735 -1.0481 0.0044 0.0096 0.0193
H 4.4668 1.3867 -0.4997 -0.0149 -0.0035 -0.0179
H 6.8298 1.0836 0.0265 0.0158 -0.0046 -0.0122
H 6.6042 2.4447 -1.0444 -0.0199 -0.0078 0.0105
H 8.5614 1.2021 -1.7216 -0.0185 0.0338 -0.0391
H 7.3619 1.0695 -2.9882 -0.0197 0.0245 0.0167
H 7.9587 -1.0697 -0.8722 -0.0479 -0.0157 0.0003
H 8.4722 -1.1089 -2.5602 -0.0162 -0.0522 0.0295
H 6.7613 -1.2373 -2.1663 0.0070 -0.0168 0.0335
C 0.3718 -4.8059 -1.6832 0.0098 -0.1215 -0.1085
C 0.4379 -6.2944 -1.3576 -0.0533 0.0987 0.0808
C 0.9888 -6.5833 0.0383 0.0084 -0.1089 -0.0094
C 2.4291 -6.1253 0.2759 -0.0218 0.1084 -0.0221
C 3.4620 -6.7050 -0.6892 0.0366 -0.0756 0.1235
C 3.5780 -8.2241 -0.6100 0.0487 0.0650 -0.1363
H 1.3630 -4.3484 -1.6848 -0.0239 0.0312 0.0118
H -0.0634 -4.6527 -2.6719 0.0032 0.0834 0.0282
H -0.2504 -4.2786 -0.9573 0.0152 0.0279 -0.0205
H 1.0316 -6.8104 -2.1175 0.0104 -0.0250 0.0335
H -0.5709 -6.7111 -1.4235 0.0288 -0.0375 -0.0162
H 0.9114 -7.6570 0.2325 0.0156 0.0091 0.0179
H 0.3448 -6.0985 0.7800 -0.0092 0.0027 -0.0210
H 2.7112 -6.3922 1.2997 0.0199 -0.0055 -0.0136
H 2.4772 -5.0329 0.2277 -0.0162 -0.0079 0.0054
H 4.4367 -6.2688 -0.4538 -0.0190 0.0343 -0.0393
H 3.2339 -6.4075 -1.7164 -0.0196 0.0260 0.0176
H 3.8456 -8.5419 0.4001 -0.0472 -0.0166 -0.0001
H 4.3540 -8.5809 -1.2893 -0.0156 -0.0512 0.0293
H 2.6450 -8.7157 -0.8900 0.0073 -0.0166 0.0332
```
Positions in Å, forces in eV/Å.

Formally, the Löwdin partial charges of the atoms, in units of the elementary charge, are as follows: N 0.10; C -0.29; N 0.21; C -0.21; C -0.03; C -0.07; C -0.08; C -0.05; C -0.22; N 0.24; C -0.28; F 0.09; H 0.09; H 0.09; H 0.12; H 0.11; H 0.11; H 0.11; C -0.10; C -0.25; C -0.22; C -0.23; C -0.27; C -0.11; H 0.06; H 0.07; H 0.07; H 0.10; H 0.08; H 0.10; H 0.11; H 0.11; H 0.10; H 0.10; H 0.09; H 0.07; H 0.07; H 0.06; C -0.11; C -0.27; C -0.23; C -0.23; C -0.27; C -0.11; H 0.06; H 0.07; H 0.07; H 0.10; H 0.10; H 0.10; H 0.11; H 0.11; H 0.10; H 0.10; H 0.10; H 0.05; H 0.07; H 0.07; C -0.11; C -0.27; C -0.23; C -0.23; C -0.27; C -0.11; H 0.07; H 0.07; H 0.07; H 0.10; H 0.10; H 0.10; H 0.09; H 0.11; H 0.10; H 0.10; H 0.10; H 0.07; H 0.07; H 0.06; C -0.11; C -0.27; C -0.23; C -0.23; C -0.27; C -0.11; H 0.07; H 0.07; H 0.05; H 0.10; H 0.10; H 0.10; H 0.11; H 0.11; H 0.10; H 0.10; H 0.10; H 0.07; H 0.07; H 0.06

=====

Record 2
The following is a quantum chemistry calculation of a structure of composition C32H63FGeMnN7O5P2S2Si3, from OMol25.

Output
F_max	0.4	eV Å⁻¹
net charge	+1
E_HOMO (spin up / spin down)	-9.9 / -10.0	eV
orbital gap (spin up / spin down)	8.37 / 8.25	eV
relative energy (zero: lowest compared OMol25 entry of this formula, charge and spin)	0.00	kcal/mol
multiplicity	6
⟨S²⟩	8.75

The geometry in XYZ format:
```
117
Properties=species:S:1:pos:R:3:forces:R:3
Mn 0.3738 -0.1921 -0.2606 -0.0751 -0.2217 -0.2578
C 4.8735 -1.5877 1.5696 0.0461 0.0010 -0.0046
N 4.4142 -0.2192 1.7896 -0.0433 -0.0140 -0.0229
C 4.4889 0.2165 3.1842 0.0180 0.0147 0.0263
P 3.4382 0.6031 0.7839 0.0536 0.0002 -0.0552
O 1.9592 0.5122 0.9714 0.0361 0.1235 -0.0263
O 3.8387 -0.0636 -0.6404 -0.1014 -0.0671 -0.0303
P 3.0422 0.1889 -2.0223 0.0573 0.0716 0.0627
O 1.5919 0.4710 -1.8437 0.0933 0.1324 0.0501
N 3.7781 1.5394 -2.6180 -0.0114 -0.0774 -0.1315
C 3.0449 2.3506 -3.5963 -0.0298 0.0083 0.0592
C 5.2167 1.4897 -2.8762 -0.0364 -0.0068 0.0081
N 3.2976 -1.2115 -2.8072 0.1086 -0.0190 -0.0564
C 2.5281 -1.4274 -4.0420 0.0062 0.0013 -0.0441
C 4.5467 -1.9636 -2.7506 -0.0267 -0.0297 0.0075
N 3.9329 2.1528 0.8353 -0.0631 -0.0308 0.0306
C 3.0359 3.2366 0.4464 -0.0487 0.0185 0.0039
C 5.3477 2.5048 0.7753 -0.0066 -0.0042 -0.0107
H 4.3830 -2.2745 2.2625 -0.0029 0.0210 0.0064
H 5.9505 -1.6390 1.7416 0.0002 -0.0001 -0.0038
H 4.6585 -1.9114 0.5562 0.0018 -0.0121 0.0104
H 3.8362 -0.3872 3.8195 -0.0012 -0.0113 -0.0091
H 4.1952 1.2607 3.2732 -0.0023 -0.0025 0.0085
H 5.5160 0.1121 3.5376 -0.0029 0.0097 0.0013
H 1.9778 2.2856 -3.4042 0.0052 0.0269 -0.0053
H 3.2435 2.0222 -4.6209 0.0027 -0.0002 0.0028
H 3.3578 3.3911 -3.5000 0.0084 0.0075 -0.0098
H 5.7206 0.8821 -2.1257 0.0154 0.0112 0.0098
H 5.6189 2.5025 -2.8266 0.0189 -0.0095 0.0061
H 5.4410 1.0850 -3.8684 -0.0136 -0.0109 0.0034
H 1.6318 -0.8094 -4.0475 -0.0213 -0.0123 0.0228
H 2.2100 -2.4681 -4.0922 0.0158 0.0123 0.0190
H 3.1335 -1.1938 -4.9226 0.0121 0.0134 0.0074
H 5.0665 -1.7820 -1.8131 -0.0093 -0.0094 0.0008
H 5.2097 -1.7042 -3.5810 0.0016 0.0013 -0.0049
H 4.3122 -3.0268 -2.8182 0.0057 -0.0060 0.0207
H 2.0054 2.9266 0.5831 -0.0121 0.0019 -0.0082
H 3.1846 3.5070 -0.6036 0.0222 0.0095 0.0100
H 3.2317 4.1083 1.0728 0.0003 -0.0074 0.0056
H 5.9652 1.6429 1.0160 0.0100 0.0046 0.0030
H 5.5551 3.2981 1.4953 0.0067 -0.0037 -0.0013
H 5.6136 2.8661 -0.2216 0.0002 -0.0132 -0.0105
C -1.6859 1.0934 4.8391 -0.0101 0.0176 0.0124
Si -0.5637 0.8513 3.3540 -0.1460 -0.0087 -0.0044
C 0.3541 -0.7767 3.5409 -0.0273 0.0235 -0.0024
C 0.6557 2.2786 3.3905 0.1309 -0.0054 -0.0265
Ge -2.1019 0.8976 1.4972 0.0658 0.0136 0.2564
Si -3.5821 2.7478 1.9059 -0.0157 0.0492 -0.1404
C -4.3090 3.1674 0.2291 -0.0164 -0.0121 0.0011
C -4.9330 2.3088 3.1231 0.0220 -0.0501 0.0282
C -2.6392 4.2380 2.5465 0.0026 -0.0096 0.0225
Si -3.4736 -1.0617 1.3538 0.0022 -0.0159 0.1160
C -2.6115 -2.6186 0.7828 -0.0529 0.0606 -0.0334
C -4.0692 -1.3733 3.1058 0.0194 -0.0031 0.0141
C -4.9620 -0.6534 0.2926 0.0252 -0.0106 -0.0750
H -1.1205 0.9293 5.7602 -0.0039 -0.0097 0.0113
H -2.5460 0.4226 4.8473 0.0194 -0.0259 -0.0017
H -2.0596 2.1196 4.8639 -0.0246 -0.0126 0.0208
H 1.1404 -0.6527 4.2917 0.0045 -0.0520 0.0111
H 0.8140 -1.1009 2.6080 0.0487 -0.0059 0.0047
H -0.3150 -1.5698 3.8824 -0.0133 0.0200 -0.0058
H 1.0679 2.3317 4.4032 -0.0004 0.0292 0.0032
H 0.1915 3.2427 3.1761 -0.0396 -0.0015 0.0183
H 1.4865 2.1286 2.7011 -0.0510 0.0041 -0.0063
H -4.7388 2.2844 -0.2483 -0.0108 0.0162 -0.0161
H -3.5388 3.5671 -0.4350 -0.0050 -0.0164 -0.0181
H -5.0979 3.9181 0.3169 0.0085 0.0152 0.0176
H -5.5541 1.4875 2.7619 -0.0075 0.0060 0.0137
H -5.5817 3.1743 3.2767 -0.0042 0.0120 0.0027
H -4.5195 2.0233 4.0926 -0.0344 -0.0014 -0.0022
H -1.9284 4.6141 1.8085 0.0239 -0.0084 -0.0014
H -2.0979 4.0162 3.4674 0.0073 0.0274 0.0116
H -3.3425 5.0462 2.7631 -0.0040 0.0074 -0.0063
H -2.0273 -3.0499 1.5985 0.0463 0.0153 -0.0148
H -1.9550 -2.4617 -0.0711 0.0011 -0.0158 -0.0247
H -3.3721 -3.3463 0.4865 0.0085 -0.0408 0.0032
H -3.2423 -1.6694 3.7555 -0.0127 0.0059 0.0030
H -4.7795 -2.2046 3.0822 -0.0114 -0.0015 0.0298
H -4.5711 -0.5160 3.5569 0.0133 -0.0163 -0.0211
H -4.6923 -0.3558 -0.7228 -0.0065 -0.0004 0.0203
H -5.5366 0.1573 0.7445 -0.0239 0.0060 -0.0184
H -5.6089 -1.5320 0.2209 -0.0114 0.0058 -0.0052
N -6.1375 -4.6450 -1.7492 0.0469 0.0131 -0.0460
C -4.9207 -4.1116 -2.1360 -0.0776 -0.0407 0.0371
C -3.7567 -4.8869 -2.0864 0.0469 -0.0176 0.0222
C -2.5346 -4.3366 -2.4132 -0.0490 0.0649 -0.0212
C -2.4579 -2.9990 -2.7893 0.0172 -0.0405 -0.0281
C -3.6062 -2.2236 -2.8617 0.0063 -0.0291 0.0429
C -4.8302 -2.7760 -2.5360 0.0163 0.0423 -0.0258
S -0.8916 -2.2977 -3.1446 0.0209 0.1126 0.0891
O -0.0823 -3.3320 -3.7441 0.0273 -0.0125 0.0154
O -1.1107 -1.0692 -3.8590 -0.0312 0.0183 -0.0456
N -0.2709 -1.8913 -1.7030 0.1834 -0.0777 0.0718
C 0.5944 -2.6971 -1.0542 -0.2504 -0.0089 -0.2778
S 1.3641 -4.1689 -1.5709 -0.0033 0.0240 0.1193
C 2.2103 -4.2220 -0.0550 0.0065 -0.0695 -0.0588
C 1.8905 -3.1609 0.7045 -0.0730 0.0713 0.1553
N 0.9748 -2.2921 0.1497 0.0971 0.1525 -0.0430
H -6.2125 -5.6488 -1.7718 -0.0035 0.0120 0.0112
H -6.9580 -4.1787 -2.1001 -0.0057 -0.0114 0.0143
H -3.8197 -5.9278 -1.7932 -0.0041 0.0000 -0.0028
H -1.6367 -4.9402 -2.3943 -0.0097 -0.0249 0.0075
H -3.5343 -1.1959 -3.1934 -0.0179 0.0082 -0.0119
H -5.7297 -2.1749 -2.5951 0.0044 0.0032 -0.0032
H 2.8612 -5.0448 0.1877 0.0141 0.0029 0.0263
H 2.2492 -2.9721 1.7056 0.0043 0.0189 -0.0142
F -0.3057 3.5319 -3.6953 0.0108 -0.0138 0.0232
C -0.6426 2.8821 -2.5686 -0.0462 -0.0385 -0.0434
C -0.2327 3.4123 -1.3571 0.0225 0.0260 0.0211
C -0.5678 2.7356 -0.2002 0.0547 -0.0511 0.0941
C -1.3138 1.5437 -0.2285 0.0242 -0.1100 -0.0612
C -1.6990 1.0534 -1.4879 -0.0676 -0.0476 0.1788
C -1.3629 1.7113 -2.6636 0.0573 0.0532 -0.0428
H 0.3288 4.3374 -1.3382 -0.0027 0.0046 -0.0041
H -0.2747 3.1443 0.7618 0.0336 0.0114 -0.0476
H -2.2757 0.1359 -1.5508 0.0032 0.0273 -0.0387
H -1.6291 1.3072 -3.6293 -0.0108 -0.0059 -0.0048
```
Positions in Å, forces in eV/Å.

These are the Löwdin partial charges, in e, on atoms 1 to 99: Mn 0.87; C -0.07; N -0.29; C -0.07; P 0.51; O -0.33; O -0.26; P 0.51; O -0.29; N -0.28; C -0.07; C -0.09; N -0.27; C -0.07; C -0.08; N -0.28; C -0.07; C -0.07; H 0.08; H 0.10; H 0.06; H 0.09; H 0.08; H 0.09; H 0.06; H 0.09; H 0.09; H 0.08; H 0.09; H 0.09; H 0.07; H 0.07; H 0.09; H 0.07; H 0.09; H 0.09; H 0.05; H 0.08; H 0.10; H 0.08; H 0.10; H 0.08; C -0.21; Si 0.37; C -0.21; C -0.20; Ge 0.75; Si 0.39; C -0.20; C -0.21; C -0.21; Si 0.37; C -0.19; C -0.21; C -0.21; H 0.04; H 0.01; H 0.02; H 0.03; H -0.02; H 0.03; H 0.04; H 0.02; H -0.01; H 0.02; H 0.03; H 0.04; H 0.02; H 0.04; H 0.02; H 0.02; H 0.01; H 0.04; H 0.04; H -0.01; H 0.04; H 0.02; H 0.04; H 0.01; H 0.02; H 0.02; H 0.04; N 0.11; C -0.32; C -0.02; C -0.06; C -0.31; C -0.06; C -0.04; S 0.58; O -0.36; O -0.30; N -0.17; C -0.72; S 1.08; C -0.38; C -0.25; N -0.04; H 0.10